Entry 1:
Formula: C38H36CaClN2O7P2
Source: OMol25
Level of theory: ωB97M-V/def2-TZVPD

Geometry as XYZ:
```
87
Properties=species:S:1:pos:R:3:forces:R:3:lowdin_charge:R:1
Ca 1.630 -0.730 -0.452 0.140 -0.029 -0.088 1.32
O 2.706 -2.409 -3.651 0.009 -0.024 0.015 -0.07
C 3.186 -1.180 -4.140 0.005 0.019 -0.019 -0.25
C 4.072 -0.421 -3.162 0.004 0.002 0.002 -0.17
N 3.389 0.309 -2.084 0.004 0.026 -0.112 -0.22
C 4.403 0.928 -1.224 0.059 -0.040 0.074 -0.13
C 3.808 1.554 0.047 -0.024 -0.070 0.062 -0.69
O 4.352 2.552 0.517 0.009 0.004 -0.017 0.01
O 2.787 0.948 0.519 0.014 0.099 0.068 -0.23
C 2.522 1.358 -2.639 -0.052 0.068 -0.033 -0.11
C 1.100 0.908 -3.020 0.020 -0.006 0.106 -0.70
O 0.455 1.643 -3.765 -0.010 -0.006 -0.012 0.00
O 0.703 -0.171 -2.465 -0.084 -0.040 0.002 -0.21
H 2.021 -2.266 -2.978 -0.013 0.001 -0.004 0.04
H 2.373 -0.547 -4.509 0.002 -0.004 0.002 0.11
H 3.813 -1.426 -5.001 -0.005 -0.001 -0.003 0.12
H 4.681 0.293 -3.743 0.001 0.003 0.001 0.12
H 4.756 -1.140 -2.704 -0.002 0.000 -0.002 0.12
H 4.984 1.691 -1.758 -0.016 0.003 -0.021 0.13
H 5.099 0.149 -0.898 0.014 0.019 -0.016 0.13
H 2.985 1.852 -3.503 0.019 -0.011 0.009 0.13
H 2.377 2.126 -1.873 -0.003 0.016 -0.019 0.12
Cl 2.462 -8.385 0.563 0.001 0.001 0.000 0.60
C 2.184 -6.728 0.074 0.000 0.001 0.005 -0.68
C 1.710 -6.463 -1.224 0.000 -0.010 0.001 -0.10
C 1.475 -5.182 -1.631 0.002 0.003 0.015 0.00
C 1.692 -4.062 -0.765 -0.049 -0.024 -0.023 -0.36
O 1.424 -2.883 -1.156 0.013 -0.009 0.016 -0.20
C 2.203 -4.364 0.539 -0.011 0.008 0.004 -0.14
C 2.531 -3.337 1.490 -0.005 -0.005 -0.036 -0.22
O 2.452 -2.122 1.335 -0.042 0.004 0.068 -0.09
C 2.430 -5.700 0.933 0.005 0.013 0.013 -0.09
H 1.534 -7.293 -1.898 -0.001 0.002 -0.003 0.10
H 1.117 -4.968 -2.629 0.001 -0.003 -0.002 0.12
H 2.902 -3.715 2.462 0.007 0.000 -0.001 0.13
H 2.809 -5.897 1.929 0.001 -0.008 -0.001 0.11
C 0.039 1.347 2.722 -0.015 0.016 0.009 -0.18
N -0.983 1.175 1.655 0.004 -0.022 -0.001 -0.49
P -0.505 2.122 0.221 -0.016 -0.081 -0.064 1.06
C -2.112 2.574 -0.515 -0.034 0.021 0.023 -0.38
C -2.090 2.902 -1.869 0.023 0.000 0.001 -0.09
C -3.259 3.288 -2.511 0.007 -0.004 0.000 -0.08
C -4.457 3.325 -1.814 -0.007 -0.002 0.008 -0.10
C -4.488 2.972 -0.470 -0.002 0.003 -0.010 -0.09
C -3.320 2.601 0.178 0.007 -0.002 0.008 -0.12
C -0.016 3.711 0.985 -0.008 0.066 0.023 -0.35
C 1.351 3.934 1.148 0.005 -0.017 -0.006 -0.09
C 1.807 5.112 1.725 -0.029 -0.009 -0.010 -0.07
C 0.901 6.077 2.136 0.026 0.033 0.013 -0.10
C -0.462 5.868 1.967 -0.019 -0.021 -0.027 -0.09
C -0.920 4.693 1.391 0.046 -0.008 0.016 -0.08
P -0.983 -0.500 1.141 0.007 0.044 -0.073 0.99
C -1.501 -1.391 2.644 -0.021 0.039 0.017 -0.37
C -2.258 -0.822 3.666 0.002 -0.008 0.004 -0.12
C -2.643 -1.583 4.759 0.002 -0.005 -0.004 -0.09
C -2.280 -2.922 4.837 0.002 0.000 -0.002 -0.09
C -1.525 -3.496 3.824 -0.001 -0.007 0.009 -0.08
C -1.129 -2.729 2.737 0.007 -0.006 -0.018 -0.09
C -2.487 -0.613 0.112 -0.002 -0.019 0.019 -0.35
C -2.322 -0.532 -1.269 -0.013 0.005 -0.029 -0.09
C -3.433 -0.540 -2.104 0.012 -0.005 -0.003 -0.06
C -4.705 -0.656 -1.571 -0.001 -0.002 0.018 -0.09
C -4.874 -0.769 -0.195 0.009 0.003 -0.010 -0.09
C -3.771 -0.744 0.641 -0.026 -0.001 0.009 -0.09
H -0.072 2.337 3.162 0.007 -0.003 -0.003 0.08
H 1.067 1.244 2.353 0.006 -0.005 0.000 0.07
H -0.123 0.607 3.504 0.005 -0.002 0.004 0.06
H -1.166 2.815 -2.434 -0.006 -0.002 -0.008 0.09
H -3.231 3.535 -3.565 -0.005 0.001 0.000 0.10
H -5.372 3.610 -2.319 0.001 0.000 -0.002 0.09
H -5.426 2.977 0.072 -0.001 -0.001 -0.002 0.10
H -3.337 2.310 1.222 0.004 -0.003 -0.003 0.10
H 2.069 3.180 0.846 -0.005 0.011 0.022 0.07
H 2.873 5.260 1.843 0.002 -0.003 0.000 0.11
H 1.254 6.999 2.581 0.000 -0.004 0.001 0.10
H -1.171 6.627 2.278 0.003 0.003 0.004 0.10
H -1.983 4.544 1.249 -0.014 -0.008 0.001 0.09
H -2.538 0.224 3.598 0.004 0.001 -0.003 0.11
H -3.226 -1.133 5.552 -0.002 0.001 -0.001 0.10
H -2.582 -3.516 5.690 0.000 -0.001 0.001 0.10
H -1.235 -4.537 3.883 0.001 -0.001 -0.002 0.10
H -0.525 -3.171 1.950 -0.002 -0.005 0.010 0.10
H -1.334 -0.434 -1.711 0.011 0.009 0.012 0.08
H -3.289 -0.448 -3.173 -0.002 0.000 -0.001 0.11
H -5.569 -0.662 -2.225 -0.002 0.001 0.001 0.10
H -5.867 -0.869 0.226 -0.003 -0.001 -0.004 0.10
H -3.917 -0.825 1.710 0.018 -0.001 0.003 0.09
```
Positions in Å, forces in eV/Å.

* spin multiplicity: 1
* net charge: -1
* F_max: 0.168 eV/Å
* HOMO: -0.207 Eh
* energy relative to the best compared isomer or geometry (same formula, charge and spin): 2.6 kcal/mol
* gap between HOMO and LUMO: 8.01 eV

---

Entry 2:
Formula: C19H49FN4O11S2
Source: OMol25
Level of theory: ωB97M-V/def2-TZVPD

Geometry as XYZ:
```
86
Properties=species:S:1:pos:R:3:forces:R:3:lowdin_charge:R:1
O -2.883 -3.724 -1.090 0.082 0.471 0.814 0.09
C -2.753 -4.077 -2.217 -0.319 0.031 -0.065 -0.35
O -1.678 -4.713 -2.700 0.273 0.342 -0.613 -0.02
C -0.414 -4.127 -2.320 -0.100 -0.213 0.285 -0.13
C 0.683 -5.176 -2.422 0.034 0.523 -0.748 -0.17
O 1.389 -5.298 -1.165 0.053 -0.479 0.077 -0.34
S 0.818 -6.273 -0.058 -0.223 0.376 0.379 1.01
O -0.485 -6.707 -0.473 0.120 0.059 0.092 -0.35
O 1.873 -7.708 -0.246 -0.125 -0.027 -0.440 -0.43
S 2.038 -8.495 -1.584 0.686 0.081 0.482 0.51
O 2.691 -9.715 -1.297 -0.174 0.127 -0.117 -0.21
O 2.478 -7.623 -2.612 -0.138 -0.081 -0.133 -0.22
F 0.551 -8.809 -1.876 -0.221 -0.204 -0.171 -0.11
H -3.534 -3.882 -2.959 0.022 -0.452 -0.302 0.15
H -0.470 -3.734 -1.304 0.003 -0.096 0.029 0.11
H -0.228 -3.296 -3.002 -0.016 -0.040 -0.032 0.13
H 1.437 -4.848 -3.136 0.157 -0.074 0.237 0.13
H 0.301 -6.121 -2.801 -0.094 -0.075 0.333 0.12
C -3.314 2.312 -2.672 -0.006 0.120 0.073 -0.07
C -3.644 0.944 -2.085 0.085 0.081 -0.279 -0.43
C -2.407 0.110 -1.727 -0.101 -0.154 0.253 -0.20
O -1.744 -0.477 -2.833 0.087 0.005 -0.033 -0.20
C -0.852 0.371 -3.530 -0.014 -0.125 -0.077 -0.11
N -4.546 0.238 -2.999 0.076 -0.173 0.123 0.04
H -2.998 2.245 -3.714 0.025 -0.058 0.001 0.06
H -4.193 2.955 -2.647 -0.027 -0.029 -0.022 0.08
H -2.522 2.806 -2.105 0.003 0.012 -0.016 0.08
H -4.186 1.111 -1.149 0.025 -0.053 0.043 0.14
H -2.733 -0.731 -1.110 0.017 -0.048 -0.058 0.11
H -1.695 0.694 -1.128 -0.010 0.083 -0.062 0.12
H -0.350 1.067 -2.851 -0.021 0.033 0.005 0.09
H -1.358 0.933 -4.319 0.020 0.090 0.050 0.08
H -0.098 -0.261 -4.001 0.001 -0.018 0.026 0.09
H -4.861 -0.624 -2.563 -0.087 0.063 0.028 0.07
H -4.000 -0.069 -3.800 -0.036 0.081 -0.049 0.07
C 2.249 -2.432 1.299 0.031 0.057 -0.091 -0.06
C 0.773 -2.164 1.577 0.223 -0.131 0.012 -0.42
C 0.504 -1.503 2.935 -0.192 0.123 -0.032 -0.21
O 0.595 -2.371 4.043 0.092 0.031 0.022 -0.19
C 1.907 -2.605 4.530 -0.072 -0.186 0.007 -0.11
N 0.026 -3.414 1.415 -0.171 -0.069 0.062 0.05
H 2.614 -3.298 1.852 -0.020 0.005 0.049 0.07
H 2.399 -2.641 0.240 -0.024 -0.040 0.000 0.07
H 2.866 -1.572 1.565 0.002 -0.009 0.017 0.08
H 0.419 -1.464 0.812 -0.063 0.033 0.037 0.13
H -0.527 -1.140 2.936 -0.008 -0.035 0.026 0.12
H 1.154 -0.628 3.079 0.072 -0.047 -0.043 0.12
H 2.533 -1.715 4.438 0.054 -0.013 -0.032 0.07
H 2.383 -3.445 4.017 0.052 0.060 -0.046 0.08
H 1.827 -2.859 5.585 -0.027 0.047 0.014 0.09
H -0.971 -3.229 1.484 -0.010 -0.014 -0.159 0.08
H 0.225 -3.996 2.226 0.048 -0.006 -0.011 0.07
C 4.333 1.434 7.147 0.093 0.024 -0.064 -0.07
C 3.056 1.265 6.330 0.084 -0.035 0.257 -0.43
C 2.036 2.394 6.534 -0.080 0.014 -0.216 -0.21
O 1.314 2.330 7.746 0.060 0.025 0.051 -0.19
C 1.974 2.862 8.879 -0.113 -0.041 0.043 -0.11
N 2.486 -0.057 6.608 -0.170 0.160 -0.082 0.05
H 4.180 1.176 8.195 -0.048 0.015 0.009 0.06
H 5.111 0.775 6.764 -0.024 -0.039 0.011 0.08
H 4.704 2.459 7.096 -0.011 0.004 0.012 0.08
H 3.339 1.288 5.273 -0.060 0.033 -0.029 0.13
H 1.282 2.314 5.746 -0.034 -0.016 0.037 0.12
H 2.512 3.378 6.425 0.070 -0.027 0.043 0.12
H 2.589 3.727 8.614 0.036 -0.012 -0.011 0.09
H 2.597 2.113 9.374 0.075 0.049 -0.017 0.08
H 1.207 3.182 9.583 -0.022 0.002 -0.025 0.09
H 1.697 -0.214 5.987 0.029 -0.060 -0.016 0.06
H 2.066 -0.020 7.533 0.078 -0.044 0.038 0.08
C -1.166 6.095 -6.874 0.056 0.066 -0.073 -0.07
C -1.878 6.832 -5.744 0.008 -0.245 -0.069 -0.43
C -1.176 6.710 -4.385 -0.047 0.212 0.059 -0.21
O -1.353 5.465 -3.737 0.084 -0.050 0.016 -0.19
C -0.492 4.429 -4.161 -0.134 -0.086 0.055 -0.11
N -3.273 6.388 -5.695 0.033 0.078 0.185 0.04
H -1.337 5.020 -6.826 -0.005 -0.009 0.047 0.06
H -1.540 6.438 -7.837 -0.046 -0.016 0.009 0.08
H -0.089 6.273 -6.847 0.001 -0.012 0.011 0.08
H -1.878 7.897 -5.998 0.006 0.031 0.062 0.13
H -1.614 7.449 -3.710 -0.025 -0.042 0.028 0.12
H -0.106 6.945 -4.470 0.005 -0.047 -0.073 0.12
H 0.502 4.807 -4.421 -0.009 0.029 -0.044 0.09
H -0.911 3.887 -5.013 0.112 0.003 -0.059 0.07
H -0.392 3.725 -3.334 -0.008 0.032 0.029 0.07
H -3.785 6.955 -5.024 -0.031 0.051 -0.087 0.07
H -3.289 5.453 -5.297 -0.008 -0.031 -0.085 0.07
```
Positions in Å, forces in eV/Å.

* spin multiplicity: 1
* F_max: 0.944 eV/Å
* HOMO: -0.345 Eh
* gap between HOMO and LUMO: 9.75 eV

---

Entry 3:
Formula: C7H12O3
Source: OMol25
Level of theory: ωB97M-V/def2-TZVPD

Geometry as XYZ:
```
22
Properties=species:S:1:pos:R:3:forces:R:3:lowdin_charge:R:1
C 2.521 1.668 -1.828 -0.342 0.560 -0.653 -0.01
C 1.690 0.643 -1.138 1.414 -2.195 1.575 -0.40
C 0.636 1.096 -0.148 -0.384 0.491 0.977 -0.09
C 0.080 -0.101 0.582 1.196 -1.295 -0.850 -0.28
C 0.979 -1.117 0.852 -2.245 1.164 1.459 0.10
O 2.030 -0.538 -1.092 0.270 1.574 -1.521 0.05
C -1.378 -0.248 0.622 -1.795 0.198 -2.187 -0.19
C -1.909 -1.387 1.481 0.167 -0.314 -0.633 -0.25
O -3.297 -1.538 1.331 -0.531 -0.670 -0.773 -0.07
H 3.529 1.294 -2.038 -0.367 -0.010 -0.006 0.09
H 2.573 2.578 -1.213 -0.005 -0.235 -0.171 0.09
H 2.014 1.945 -2.765 0.296 0.023 0.113 0.10
H -0.145 1.668 -0.668 0.104 -0.038 0.287 0.13
H 1.154 1.776 0.550 -0.035 0.110 -0.337 0.13
H 0.656 -2.159 0.857 0.005 0.288 0.500 0.08
H 1.887 -0.881 1.412 0.412 -0.155 -1.280 0.09
H -1.818 0.695 0.986 0.048 -0.273 -0.230 0.14
H -1.720 -1.173 2.543 0.052 0.005 -0.351 0.14
H -1.383 -2.322 1.218 -0.173 0.257 0.167 0.12
H -3.464 -1.943 0.444 0.282 0.758 1.001 0.11
O -2.078 -0.386 -0.906 1.696 -0.391 2.596 -0.11
H -2.555 0.428 -1.084 -0.065 0.148 0.317 0.04
```
Positions in Å, forces in eV/Å.

* spin multiplicity: 1
* F_max: 3.125 eV/Å
* HOMO: -0.307 Eh
* energy relative to the best compared isomer or geometry (same formula, charge and spin): 69.5 kcal/mol
* gap between HOMO and LUMO: 9.00 eV

---

Entry 4:
Formula: C7H10
Source: OMol25
Level of theory: ωB97M-V/def2-TZVPD

Geometry as XYZ:
```
17
Properties=species:S:1:pos:R:3:forces:R:3:lowdin_charge:R:1
C -0.628 -1.481 0.704 0.649 -2.739 -0.473 -0.13
C -0.556 -2.780 0.303 2.160 5.580 -2.578 0.06
C 1.146 0.153 0.122 2.707 -2.639 -0.825 -0.14
C -0.115 -0.252 0.109 -0.150 -0.147 -1.031 -0.33
C -1.259 0.545 -0.410 1.253 0.190 0.825 -0.13
C -1.422 1.711 0.188 1.160 0.900 1.754 0.01
C 1.849 1.249 -0.614 1.403 1.745 1.830 -0.12
H -1.207 -1.230 1.538 -1.010 -0.101 1.505 0.09
H -0.139 -3.047 -0.661 0.653 0.368 -0.053 0.06
H -1.054 -3.546 0.647 -2.664 -3.548 2.718 -0.01
H 1.942 -0.567 0.544 -1.638 0.946 -0.184 0.13
H -1.907 0.060 -1.124 -0.223 0.339 -0.190 0.11
H -2.187 2.406 -0.009 -1.081 0.597 -0.485 0.03
H -0.740 2.075 1.061 -1.032 -0.965 -1.825 0.11
H 1.597 1.511 -1.605 -1.991 0.627 -0.793 0.04
H 1.751 2.120 0.167 0.794 -0.889 -2.084 0.11
H 2.930 1.071 -0.959 -0.989 -0.265 1.887 0.09
```
Positions in Å, forces in eV/Å.

* spin multiplicity: 1
* F_max: 6.516 eV/Å
* HOMO: -0.325 Eh
* energy relative to the best compared isomer or geometry (same formula, charge and spin): 79.2 kcal/mol
* gap between HOMO and LUMO: 9.94 eV